Entry 1:
# C56H84As4F24N8O6

A structure of composition C56H84As4F24N8O6 in a non-equilibrium geometry (ωB97M-V/def2-TZVPD, the OMol25 dataset).

XYZ file:
```
182
Properties=species:S:1:pos:R:3:forces:R:3:lowdin_charge:R:1
C -0.578 12.939 7.268 -0.88 -0.30 0.24 0.06
N -1.215 11.829 6.502 -0.30 -0.52 0.90 -0.08
C -0.482 10.722 6.351 0.79 -0.64 -0.64 0.00
C -0.928 9.600 5.676 -0.91 0.89 0.96 0.07
C -2.304 9.558 5.355 2.07 -0.68 -0.03 -0.13
C -3.078 10.680 5.579 0.13 0.77 -0.13 0.06
C -2.523 11.809 6.193 -0.14 -0.50 -0.57 0.04
C -2.796 8.295 4.771 -2.94 -0.15 0.15 -0.13
C -2.738 7.047 5.408 2.09 1.35 -0.14 0.06
C -3.092 5.908 4.735 0.31 -0.29 -0.07 0.03
N -3.651 5.982 3.522 -0.25 1.05 -0.02 -0.06
C -4.041 7.188 3.035 0.81 -0.31 0.45 0.06
C -3.682 8.361 3.699 0.05 -0.58 -1.10 0.05
C -3.840 4.777 2.702 -0.45 -0.24 -0.22 0.03
H -0.786 12.735 8.318 0.08 0.18 0.04 0.12
H -1.056 13.869 6.976 0.28 0.09 -0.05 0.11
H 0.491 12.909 7.098 -0.03 0.24 -0.19 0.11
H 0.494 10.745 6.815 0.17 0.11 -0.34 0.15
H -0.226 8.799 5.499 -0.18 -0.19 0.03 0.14
H -4.073 10.705 5.158 -0.26 0.13 0.60 0.14
H -3.106 12.670 6.484 0.00 0.14 -0.30 0.16
H -2.129 7.042 6.303 -0.33 -0.66 0.22 0.14
H -2.793 4.935 5.098 -0.39 -0.11 0.02 0.16
H -4.476 7.153 2.047 -0.42 0.17 0.16 0.16
H -4.035 9.293 3.281 0.24 0.05 -0.14 0.14
H -3.979 3.933 3.372 -0.05 -0.10 -0.19 0.10
H -2.996 4.649 2.025 0.16 0.00 0.22 0.11
H -4.739 4.920 2.106 -0.12 -0.21 0.17 0.10
C 6.279 2.163 -5.812 -0.75 1.15 -0.03 0.03
N 6.596 1.210 -4.762 0.12 -0.98 0.03 -0.07
C 5.771 0.156 -4.581 0.16 0.18 0.66 0.05
C 6.039 -0.785 -3.598 0.00 -0.47 -1.16 0.07
C 7.292 -0.803 -3.002 -0.60 0.26 0.45 -0.11
C 8.110 0.303 -3.197 0.60 -0.22 -0.43 0.04
C 7.765 1.284 -4.091 -0.61 0.26 0.52 0.02
C 7.787 -1.931 -2.180 0.62 -0.26 0.27 -0.09
C 8.675 -1.683 -1.115 -0.44 0.10 0.38 0.05
C 9.233 -2.726 -0.421 -0.31 -0.63 -0.45 0.02
N 9.010 -3.990 -0.858 0.43 -0.65 -0.02 -0.08
C 8.129 -4.252 -1.821 0.46 -0.33 -1.22 0.01
C 7.514 -3.254 -2.540 -0.31 1.29 0.51 0.08
C 9.877 -5.098 -0.331 -0.50 0.86 0.95 0.05
H 5.226 2.441 -5.740 -0.15 -0.59 -0.19 0.11
H 6.521 1.740 -6.783 0.01 0.13 0.00 0.12
H 6.763 3.121 -5.626 0.56 -0.30 -0.10 0.11
H 4.902 0.036 -5.221 -0.16 0.50 0.06 0.14
H 5.288 -1.567 -3.552 0.21 -0.17 0.31 0.11
H 9.093 0.303 -2.749 -0.02 0.34 0.04 0.13
H 8.343 2.186 -4.230 0.12 -0.10 -0.18 0.15
H 8.881 -0.680 -0.770 -0.16 0.03 0.04 0.12
H 9.842 -2.660 0.468 0.15 0.34 -0.12 0.15
H 8.104 -5.270 -2.185 -0.26 -0.09 0.29 0.15
H 6.841 -3.449 -3.369 0.00 -0.54 -0.08 0.09
H 9.874 -6.022 -0.899 -0.31 0.34 -0.46 0.10
H 9.491 -5.313 0.664 0.29 -0.11 0.11 0.11
H 10.878 -4.681 -0.277 0.08 -0.24 0.08 0.10
C -2.325 -5.806 -0.716 0.79 0.18 -0.23 0.04
N -1.481 -5.112 -1.744 -0.36 -0.17 0.10 -0.05
C -0.152 -5.366 -1.809 -0.52 0.05 -0.54 0.02
C 0.575 -4.964 -2.920 -0.42 -0.11 0.16 0.05
C -0.097 -4.299 -3.957 0.31 -0.41 0.53 -0.14
C -1.463 -4.087 -3.845 0.56 0.98 -0.80 0.04
C -2.127 -4.434 -2.711 -0.25 -1.47 0.05 -0.01
C 0.641 -3.810 -5.141 -0.71 -0.51 -0.49 -0.12
C 0.422 -2.508 -5.572 0.74 0.32 0.85 0.07
C 1.203 -1.972 -6.579 0.08 -0.40 -0.03 0.05
N 2.077 -2.774 -7.213 -0.91 0.52 0.44 -0.07
C 2.193 -4.075 -6.879 0.93 1.09 -1.25 -0.02
C 1.465 -4.651 -5.888 0.79 0.03 -0.14 0.04
C 2.888 -2.219 -8.310 0.66 0.17 0.92 0.04
H -3.140 -5.162 -0.403 0.10 0.11 -0.03 0.10
H -1.676 -6.028 0.125 -0.24 -0.09 0.12 0.07
H -2.702 -6.706 -1.196 -0.06 -0.06 0.13 0.11
H 0.237 -5.972 -1.004 0.17 0.20 0.10 0.15
H 1.633 -5.183 -2.994 0.00 0.14 0.11 0.11
H -1.977 -3.609 -4.670 -0.24 0.06 0.21 0.14
H -3.207 -4.388 -2.669 0.26 0.18 0.36 0.14
H -0.167 -1.845 -4.950 -0.22 0.19 -0.31 0.13
H 1.191 -0.926 -6.858 -0.05 0.06 0.15 0.14
H 2.982 -4.498 -7.488 -0.24 -0.86 0.33 0.15
H 1.701 -5.697 -5.753 -0.47 -0.01 0.63 0.14
H 3.938 -2.386 -8.065 -0.04 -0.40 -0.15 0.11
H 2.799 -1.137 -8.253 -0.41 -0.03 -0.50 0.10
H 2.600 -2.702 -9.238 0.02 0.33 -0.15 0.11
C -2.894 0.921 0.906 -0.72 0.07 -0.86 -0.10
C -1.504 1.534 0.921 0.07 -1.56 0.26 -0.23
C -0.467 0.841 0.019 0.23 1.34 0.27 -0.19
C -0.133 -0.583 0.392 1.12 -0.55 0.60 -0.10
N 0.850 -1.199 -0.575 1.21 0.38 -1.53 -0.19
C 1.869 -2.269 -0.132 -1.25 -1.14 0.71 -0.08
C 2.874 -2.402 -1.255 1.25 0.66 1.24 -0.14
C 2.843 -0.994 -1.926 0.11 -0.60 -0.67 -0.13
C 1.912 -0.198 -1.035 -0.33 0.96 -0.67 -0.11
C 0.070 -1.601 -1.787 -0.99 -0.33 0.05 0.01
H -3.302 0.655 -0.075 0.55 0.19 -0.24 0.06
H -3.654 1.616 1.271 0.05 -0.21 0.62 0.06
H -2.890 -0.029 1.442 -0.11 0.22 0.39 0.05
H -1.126 1.329 1.929 0.04 0.65 0.17 0.11
H -1.473 2.603 0.718 -0.14 0.01 -0.03 0.10
H 0.414 1.440 0.265 0.27 -0.14 -0.48 0.11
H -0.692 1.005 -1.035 -0.19 -0.28 0.01 0.12
H -0.984 -1.256 0.469 0.04 -0.02 0.04 0.12
H 0.445 -0.599 1.319 -0.47 0.07 0.33 0.14
H 1.401 -3.244 0.007 -0.55 0.31 0.31 0.11
H 2.263 -1.958 0.834 0.04 0.24 -0.09 0.13
H 2.836 -3.409 -1.672 -0.78 0.94 -1.20 0.08
H 3.870 -2.494 -0.810 -0.11 0.26 0.39 0.10
H 2.520 -0.974 -2.968 -0.36 -0.20 0.09 0.10
H 3.815 -0.506 -1.960 0.08 -0.14 0.38 0.10
H 1.458 0.629 -1.576 -0.23 -0.28 -0.19 0.11
H 2.397 0.282 -0.184 0.09 -0.61 0.31 0.13
H 0.513 -2.373 -2.409 0.74 0.37 0.18 0.08
H -0.185 -0.712 -2.362 0.27 -0.10 -0.14 0.10
H -0.882 -2.022 -1.460 0.10 0.04 0.21 0.09
C -2.391 -1.794 5.784 0.20 0.23 0.81 -0.11
C -3.900 -1.632 5.702 0.06 -0.10 -0.20 -0.23
C -4.501 -2.236 4.418 0.03 0.13 -0.60 -0.17
C -5.105 -1.157 3.527 -0.59 -0.67 -0.60 -0.09
N -5.657 -1.731 2.209 0.24 -0.74 -1.35 -0.23
C -6.043 -0.640 1.233 0.14 0.30 -0.86 -0.11
C -7.227 -1.124 0.415 -0.45 -0.46 0.05 -0.14
C -7.832 -2.333 1.149 -0.83 1.08 0.09 -0.13
C -6.939 -2.553 2.387 -0.28 1.20 -0.58 -0.06
C -4.610 -2.594 1.543 -0.10 0.27 0.39 0.02
H -1.817 -1.420 4.938 -0.27 -0.23 -0.26 0.06
H -2.142 -2.833 5.997 0.26 0.02 -0.26 0.08
H -2.059 -1.192 6.635 0.14 -0.20 0.10 0.07
H -4.104 -0.563 5.808 -0.41 -0.04 -0.25 0.11
H -4.331 -2.112 6.581 -0.12 0.05 -0.03 0.11
H -5.242 -3.024 4.574 -0.16 0.18 0.45 0.12
H -3.725 -2.735 3.838 0.23 0.15 0.36 0.07
H -4.371 -0.415 3.218 0.00 0.08 0.11 0.13
H -5.968 -0.678 3.988 0.14 0.26 0.04 0.12
H -5.256 -0.502 0.493 0.45 0.14 0.54 0.09
H -6.225 0.301 1.740 -0.07 -0.10 0.36 0.11
H -6.943 -1.474 -0.573 0.30 0.41 -0.05 0.10
H -7.958 -0.326 0.306 0.06 0.03 -0.09 0.12
H -8.120 -3.089 0.421 0.85 -0.68 0.41 0.11
H -8.809 -2.014 1.521 0.04 -0.15 0.23 0.11
H -6.721 -3.592 2.608 0.03 0.16 0.53 0.13
H -7.431 -1.925 3.129 -0.13 -0.96 0.71 0.13
H -4.505 -3.462 2.187 0.43 -0.11 -0.30 0.09
H -3.702 -2.002 1.467 0.14 -0.24 0.26 0.09
H -4.865 -2.885 0.525 -0.58 0.14 0.10 0.12
As -3.948 -0.745 -3.154 -2.11 1.45 1.04 0.82
F -4.246 0.995 -3.338 0.41 -1.36 -0.15 -0.26
F -2.899 -0.839 -4.505 0.43 -0.30 0.04 -0.23
F -3.799 -2.471 -2.736 0.36 0.76 -0.38 -0.29
F -5.045 -0.676 -1.729 0.75 -0.07 -0.71 -0.29
F -5.286 -1.143 -4.203 0.55 0.14 0.59 -0.25
F -2.580 -0.350 -2.110 -0.43 -0.49 -0.31 -0.26
As -7.352 2.945 3.561 -1.00 0.55 -0.16 0.79
F -6.383 3.373 4.989 -0.31 -0.30 -0.65 -0.30
F -8.856 3.498 4.254 0.87 -0.54 0.43 -0.25
F -8.320 2.516 2.151 1.08 0.14 0.45 -0.27
F -5.864 2.482 2.685 -0.45 0.24 0.39 -0.30
F -7.480 1.320 4.173 0.01 0.32 -0.14 -0.26
F -7.112 4.614 3.045 0.40 -0.34 -0.42 -0.29
As -0.655 -4.286 2.599 0.28 -1.41 0.26 0.78
F 0.707 -3.198 2.660 -0.44 -0.25 -0.33 -0.24
F -0.384 -4.705 4.263 -0.34 0.24 -0.69 -0.24
F -2.055 -5.377 2.506 0.59 0.50 0.05 -0.28
F -0.955 -3.886 0.899 0.33 0.10 -0.19 -0.28
F 0.365 -5.623 2.050 -0.41 0.76 0.09 -0.27
F -1.740 -2.994 2.966 -0.04 0.32 0.29 -0.25
As 5.701 0.213 1.372 -0.10 -1.02 0.40 0.79
F 7.035 0.736 0.332 -0.68 -0.07 0.10 -0.28
F 6.178 1.373 2.573 -0.18 -0.29 -0.53 -0.25
F 4.364 -0.334 2.343 0.28 -0.14 -0.06 -0.26
F 5.357 -1.095 0.178 -0.15 1.15 0.05 -0.30
F 6.739 -1.014 2.093 -0.01 0.65 -0.06 -0.29
F 4.526 1.330 0.672 1.00 -0.42 -0.37 -0.27
O 2.826 1.885 -3.865 -1.12 -0.14 -1.04 0.00
C 2.167 1.126 -4.857 -0.85 -1.13 -0.57 -0.81
O 1.017 0.777 -4.454 0.37 -0.05 -0.27 -0.06
O 2.684 0.885 -5.954 1.00 -0.07 0.14 -0.04
H 1.895 2.008 -3.551 0.96 0.82 1.62 0.08
O 3.789 -4.565 -3.024 -0.09 -0.20 -0.35 0.00
C 4.400 -3.918 -4.096 1.44 -0.17 -1.54 -0.79
O 3.844 -2.951 -4.638 -0.63 -0.11 0.86 -0.01
O 5.509 -4.425 -4.437 -0.50 0.14 0.62 -0.07
H 4.404 -5.291 -2.852 -0.07 0.00 0.05 0.11
```
Forces are in eV/Å.

Properties
Gap between HOMO and LUMO   4.33 eV
Spin multiplicity   1
Strongest force on any atom   2.95 eV/A
Total charge   +2

---

Entry 2:
# C3H5MgO3

A structure of composition C3H5MgO3 in a non-equilibrium geometry (ωB97M-V/def2-TZVPD, the OMol25 dataset).

XYZ file:
```
12
Properties=species:S:1:pos:R:3:forces:R:3:lowdin_charge:R:1
H -0.475 -0.379 -1.771 -0.22 0.32 -0.22 0.17
O -0.252 -0.545 -0.837 -1.59 -1.78 -0.87 -0.04
C 1.545 0.077 -0.754 3.83 2.48 -0.33 -0.24
C -0.835 0.432 0.082 -0.03 1.33 0.12 -0.08
O 2.183 0.301 -1.691 -2.15 -1.49 0.97 0.43
O 1.506 0.244 0.484 -0.61 -0.19 0.40 0.19
C 0.200 0.431 1.187 0.17 -0.32 -0.21 0.03
Mg -1.501 -3.093 -0.236 0.11 -0.15 -0.23 1.87
H -1.845 0.176 0.407 0.13 -0.17 0.04 0.15
H -0.896 1.409 -0.408 0.08 -0.16 -0.16 0.18
H 0.080 -0.443 1.836 0.37 0.44 0.26 0.15
H 0.289 1.391 1.701 -0.08 -0.29 0.23 0.19
```
Forces are in eV/Å.

Properties
Gap between HOMO and LUMO   6.56 eV
Spin multiplicity   1
Strongest force on any atom   4.57 eV/A
Energy above the lowest of the compared OMol25 structures with the same formula, charge and spin   2.595 eV
Total charge   +3

---

Entry 3:
# H9NO3

A cluster of 4 separate species, H9NO3 in total (ωB97M-V/def2-TZVPD, the OMol25 dataset).

XYZ file:
```
13
Properties=species:S:1:pos:R:3:forces:R:3:lowdin_spin:R:1
N -1.369 -0.858 0.567 -0.77 -0.35 0.33 0.12
H -2.254 -0.513 0.189 0.24 0.07 -0.20 0.02
H -1.126 -0.174 1.282 0.38 0.21 -0.08 0.03
H -1.657 -1.688 1.091 0.16 0.00 -0.03 0.02
H 0.402 2.563 1.584 0.01 -0.20 -0.16 0.11
H 0.201 1.478 0.491 0.16 0.17 -0.06 0.04
O 0.027 1.672 1.429 -0.23 -0.05 0.24 0.25
H 0.796 -2.632 -1.166 0.09 0.11 -0.05 0.01
H -0.084 -1.476 -0.668 0.09 0.33 -0.06 0.01
O 0.630 -1.693 -1.313 -0.07 -0.34 0.10 0.07
H 1.747 1.815 -0.922 0.06 0.09 0.00 0.09
H 1.534 0.315 -1.189 -0.22 0.03 -0.07 0.03
O 1.154 1.192 -1.373 0.10 -0.08 0.05 0.18
```
Forces are in eV/Å.

Properties
Gap between HOMO and LUMO (alpha / beta)   2.73 / 10.62 eV
Spin multiplicity   2
<S²>   0.750
Strongest force on any atom   0.91 eV/A
Energy above the lowest of the compared OMol25 structures with the same formula, charge and spin   0.406 eV
Total charge   -1

---

E: -14413.55357; -541.71548; -285.83782 (a.u.)